No. 1
Molecular formula: C13H18N2O9P2
Method: DFT, wB97M-V/def2-TZVPD

Element x y z (Å)
O 3.343 -0.310 -5.271
O -3.551 -0.207 3.892
O -2.385 2.275 2.947
N 3.905 -1.653 -2.200
O 4.335 -1.235 -3.547
O 2.032 -1.077 -0.935
O -1.677 0.741 5.139
O -2.089 -1.674 4.851
O -1.508 1.677 0.660
O -3.716 0.700 1.506
C 2.756 -1.078 -2.104
C 2.328 -0.354 -3.263
C -1.363 1.786 -3.740
C -1.308 0.538 -3.008
C -0.170 2.284 -4.165
C -0.118 -0.173 -2.890
C 1.039 1.540 -4.043
C 1.089 0.335 -3.379
N 3.299 -0.401 -4.086
C 1.991 -2.102 -0.045
C 0.912 -1.832 1.013
C 1.153 -0.465 1.672
C 0.325 0.144 2.855
C -1.221 -0.059 2.738
P -2.138 -0.262 4.074
P -2.175 1.158 1.933
H -2.016 1.566 4.705
H -2.867 -1.481 5.460
H -2.053 2.515 0.619
H -4.081 0.265 2.334
H -2.140 2.529 -3.971
H -2.239 0.124 -2.699
H -0.101 3.240 -4.787
H -0.266 -0.971 -2.122
H 2.024 1.952 -4.365
H 1.593 -2.968 -0.469
H 2.939 -2.421 0.419
H -0.093 -1.994 0.684
H 1.056 -2.601 1.744
H 2.182 -0.474 2.085
H 1.081 0.344 0.993
H 0.517 1.246 2.804
H 0.725 -0.215 3.737
H -1.348 -0.950 2.225

Its calculated total energy is -53755.7158 eV. As for the gap between HOMO and LUMO: 8.91 eV.

No. 2
Molecular formula: C13H18N2OS
Method: DFT, wB97M-V/def2-TZVPD

Element x y z (Å)
C 3.018 1.677 -1.778
C 1.953 1.313 -0.745
N 2.301 0.095 -0.037
C 3.222 0.218 1.076
C 2.476 0.257 2.406
C 1.898 -1.121 -0.433
S 2.459 -2.530 0.207
N 0.935 -1.161 -1.461
C -0.427 -1.045 -1.293
O -1.177 -1.236 -2.216
C -0.857 -0.679 0.120
C -2.342 -0.467 0.189
C -2.877 0.813 0.140
C -4.247 1.003 0.170
C -5.097 -0.086 0.244
C -4.571 -1.366 0.288
C -3.201 -1.555 0.260
H 3.103 0.889 -2.521
H 2.742 2.600 -2.280
H 3.989 1.814 -1.309
H 1.854 2.114 -0.008
H 0.996 1.186 -1.251
H 3.805 1.130 0.941
H 3.897 -0.641 1.062
H 3.184 0.369 3.222
H 1.926 -0.669 2.550
H 1.776 1.089 2.435
H 1.200 -1.675 -2.293
H -0.325 0.215 0.449
H -0.555 -1.510 0.764
H -2.217 1.668 0.077
H -4.651 2.005 0.131
H -6.166 0.062 0.264
H -5.230 -2.220 0.341
H -2.793 -2.554 0.289

As for the SMILES: CCN(CC)C(=S)NC(=O)Cc1ccccc1. Its calculated total energy is -29636.6498 eV. As for the gap between HOMO and LUMO: 8.96 eV.

No. 3
Molecular formula: C13H18N6O4
Method: DFT, wB97M-V/def2-TZVPD

Element x y z (Å)
C -4.901 -0.987 1.590
C -5.419 -0.195 0.398
O -4.395 -0.005 -0.586
C -3.552 1.009 -0.398
O -3.601 1.786 0.517
C -2.526 1.070 -1.525
N -1.534 2.079 -1.296
C -0.329 1.787 -0.768
N 0.421 2.833 -0.401
C 1.610 2.506 0.063
O 2.389 3.531 0.425
C 3.644 3.172 0.972
C 4.395 2.242 0.150
N 5.053 1.547 -0.478
N 2.094 1.285 0.201
C 1.276 0.308 -0.222
N 1.712 -0.951 -0.138
C 0.884 -2.058 -0.567
C 1.354 -3.324 0.142
O 2.693 -3.655 -0.165
C 3.514 -2.532 -0.440
C 3.057 -1.275 0.291
N 0.050 0.514 -0.709
H -4.501 -1.943 1.262
H -5.713 -1.162 2.290
H -4.117 -0.428 2.094
H -6.211 -0.736 -0.122
H -5.783 0.784 0.722
H -2.014 0.109 -1.596
H -3.055 1.263 -2.464
H -1.843 3.028 -1.143
H 3.513 2.710 1.962
H 4.202 4.109 1.068
H 0.953 -2.189 -1.654
H -0.154 -1.835 -0.314
H 1.242 -3.192 1.229
H 0.749 -4.180 -0.166
H 4.525 -2.806 -0.130
H 3.522 -2.337 -1.522
H 3.716 -0.439 0.057
H 3.078 -1.445 1.375

As for the SMILES: CCOC(=O)CNc1nc(OCC#N)nc(N2CCOCC2)n1. Its calculated total energy is -30904.2826 eV. As for the gap between HOMO and LUMO: 9.53 eV.

No. 4
Molecular formula: C13H18N8O2PZr
Method: DFT, wB97M-V/def2-TZVPD

Element x y z (Å)
Zr 0.009 1.061 1.476
C 0.978 0.842 -3.960
N 0.838 1.443 -2.632
C 1.061 2.761 -2.340
C 0.805 2.927 -1.013
N 0.411 1.710 -0.500
C 0.454 0.815 -1.513
P 0.028 -0.982 -1.382
C 1.121 -1.379 0.059
N 1.147 -0.710 1.235
C 2.095 -1.318 2.029
C 2.619 -2.365 1.334
N 2.003 -2.386 0.113
C 2.260 -3.370 -0.940
C -1.528 -0.752 -0.401
N -1.704 -0.005 0.718
C -3.028 -0.150 1.076
C -3.640 -0.975 0.183
N -2.691 -1.339 -0.729
C -2.923 -2.227 -1.871
H 1.283 1.605 -4.670
H 0.029 0.426 -4.291
H 1.734 0.059 -3.951
H 1.387 3.476 -3.078
H 0.882 3.819 -0.413
H 2.337 -0.972 3.021
H 3.378 -3.075 1.618
H 3.011 -4.076 -0.598
H 2.629 -2.884 -1.841
H 1.352 -3.923 -1.174
H -3.456 0.336 1.936
H -4.659 -1.322 0.131
H -3.961 -2.544 -1.873
H -2.292 -3.111 -1.802
H -2.718 -1.709 -2.805
N -1.220 1.971 3.267
N -0.228 2.753 3.936
C 1.094 2.838 3.496
O 1.910 3.482 4.048
O 1.267 2.085 2.373
H -1.993 2.590 3.021
H -1.602 1.307 3.941
H -0.478 3.272 4.767

Its calculated total energy is -40334.6674 eV. The total charge is +3. As for the gap between HOMO and LUMO: 8.28 eV.